(1)
A molecular structure, C41H64N8O2SSiW, computed with ωB97M-V/def2-TZVPD.

Calculated values
Expectation value of S²: 2.011
Energy above the lowest of the compared OMol25 structures with the same formula, charge and spin (kcal per mole): 0.0

Structure (ORCA input):
```
! wB97M-V def2-TZVPD RIJCOSX def2/J DEFGRID3
* xyz 2 3
W -0.187 -0.332 -0.211
C -0.355 1.655 5.041
C -1.468 1.148 4.124
C -0.961 0.595 2.872
N -0.570 0.178 1.882
H -0.805 2.071 5.940
H 0.225 2.440 4.557
H 0.312 0.847 5.337
H -2.157 1.949 3.844
H -2.065 0.364 4.595
C -0.416 -2.936 -4.470
C 0.955 -2.242 -4.427
C 1.400 -1.948 -5.868
C 1.983 -3.181 -3.783
Si 0.752 -0.595 -3.542
O 0.233 -0.926 -1.945
C 2.304 0.428 -3.371
C 2.287 1.810 -3.587
C 3.427 2.586 -3.417
C 4.616 1.992 -3.026
C 4.659 0.624 -2.796
C 3.516 -0.142 -2.961
C -0.629 0.378 -4.312
C -0.451 1.119 -5.485
C -1.507 1.813 -6.059
C -2.764 1.780 -5.469
C -2.966 1.039 -4.313
C -1.908 0.340 -3.752
H -0.330 -3.903 -4.974
H -1.152 -2.343 -5.016
H -0.838 -3.122 -3.477
H 1.564 -2.889 -6.401
H 2.335 -1.383 -5.904
H 0.641 -1.389 -6.419
H 1.962 -4.151 -4.290
H 1.790 -3.368 -2.722
H 3.001 -2.799 -3.873
H 1.370 2.297 -3.896
H 3.387 3.652 -3.601
H 5.510 2.592 -2.910
H 5.589 0.155 -2.498
H 3.577 -1.204 -2.765
H 0.521 1.164 -5.965
H -1.349 2.383 -6.965
H -3.585 2.326 -5.915
H -3.945 1.006 -3.849
H -2.086 -0.237 -2.853
N -0.803 -4.909 2.545
N -0.474 -4.099 1.484
N -0.508 -4.546 0.246
C -0.273 -3.443 -0.439
N -0.103 -2.398 0.384
N -0.231 -2.846 1.631
H -0.664 -5.871 2.256
H -0.238 -4.653 3.346
H -0.236 -3.377 -1.512
C -0.383 2.824 -1.739
C -1.600 3.336 -0.973
C -1.252 3.605 0.494
C -2.873 2.517 -1.090
C -4.056 3.151 -1.456
C -5.250 2.454 -1.540
C -5.287 1.101 -1.249
C -4.141 0.405 -0.867
C -4.243 -1.079 -0.564
C -3.530 -1.963 -1.588
C -3.844 -1.443 0.868
C -2.966 1.156 -0.806
O -1.776 0.513 -0.504
H 0.402 3.580 -1.749
H -0.623 2.547 -2.765
H 0.067 1.940 -1.261
H -1.849 4.299 -1.428
H -0.973 2.676 1.002
H -2.096 4.043 1.027
H -0.406 4.291 0.567
H -4.032 4.209 -1.688
H -6.156 2.966 -1.835
H -6.223 0.561 -1.317
H -5.309 -1.307 -0.646
H -2.448 -1.815 -1.576
H -3.870 -1.758 -2.604
H -3.726 -3.016 -1.375
H -2.770 -1.353 1.033
H -4.126 -2.475 1.082
H -4.348 -0.802 1.594
C 7.085 -3.374 -0.261
C 5.677 -3.422 0.316
C 4.676 -2.651 -0.537
C 3.237 -2.766 -0.058
N 3.057 -2.190 1.284
C 2.778 -0.914 1.553
S 2.197 0.172 0.316
N 3.001 -0.459 2.777
C 2.869 0.941 3.214
C 4.107 1.766 2.894
C 5.380 1.245 3.551
C 6.567 2.168 3.316
H 7.794 -3.905 0.373
H 7.433 -2.344 -0.360
H 7.117 -3.833 -1.251
H 5.696 -3.011 1.333
H 5.347 -4.462 0.408
H 4.714 -3.014 -1.569
H 4.945 -1.590 -0.574
H 2.930 -3.812 0.005
H 2.560 -2.252 -0.735
H 3.485 -2.719 2.032
H 3.516 -1.063 3.404
H 2.692 0.905 4.290
H 1.983 1.353 2.736
H 3.914 2.792 3.222
H 4.232 1.811 1.808
H 5.618 0.249 3.159
H 5.212 1.121 4.627
H 6.765 2.288 2.249
H 7.472 1.779 3.780
H 6.380 3.159 3.732
*
```

Here are the Mulliken charges for atoms 1 to 2, given in e: atom 1 (W): 0.24, atom 2 (C): -1.16

***

(2)
2 unconnected molecules or ions with the total composition C2H8N3 at a distorted geometry, computed with ωB97M-V/def2-TZVPD.

Calculated values
Energy above the lowest of the compared OMol25 structures with the same formula, charge and spin (kcal per mole): 34.5

Structure (ORCA input):
```
! wB97M-V def2-TZVPD RIJCOSX def2/J DEFGRID3
* xyz 1 1
C -1.150 0.543 -2.092
N -0.076 0.710 -1.440
H -2.073 0.359 -1.540
H -1.276 0.434 -3.163
H 0.646 1.078 -2.066
H -0.343 1.034 1.249
N 1.446 -0.662 0.728
C 0.528 -0.725 1.648
N -0.470 0.139 1.678
H 1.256 -0.118 -0.120
H 2.312 -1.180 0.703
H 0.583 -1.535 2.366
H -1.380 -0.074 2.049
*
```

Here are the Mulliken charges for atoms 1 to 2, given in e: atom 1 (C): -0.24, atom 2 (N): -0.49